ORCA calculation (wB97M-V/def2-TZVPD) on a structure of composition C5H10O2.

The geometry in XYZ format:
```
17
C5H10O2 wB97M-V/def2-TZVPD
O 2.929 -1.217 0.977
O 0.707 -0.260 -0.047
C 1.854 0.563 -0.157
C 3.047 -0.156 0.402
C -1.730 0.556 -0.391
C -0.631 0.857 0.598
C -2.402 -0.820 -0.352
H -3.273 -0.880 -1.017
H 0.957 -0.987 0.559
H 4.027 0.339 0.287
H -2.474 1.335 -0.148
H -0.830 0.221 1.488
H 1.658 1.486 0.410
H -2.744 -1.045 0.666
H -1.701 -1.609 -0.652
H -1.401 0.793 -1.413
H 2.009 0.826 -1.208
```

Total charge: 0
ΔE to the lowest compared entry with this formula, charge and spin, kJ/mol: 518.1
HOMO-LUMO gap, hartree: 0.3037
Lowest unoccupied orbital energy, eV: 0.7

---

ORCA calculation (wB97M-V/def2-TZVPD) on a structure of composition C36H45N5O2SSi2Ta.

The geometry in XYZ format:
```
92
C36H45N5O2SSi2Ta wB97M-V/def2-TZVPD
Ta -0.435 -0.168 -0.197
S -4.034 2.332 -5.720
Si 1.694 -0.884 2.489
Si -1.536 -1.001 2.929
O -0.775 -2.284 -0.517
O 0.523 1.362 -0.713
N -5.438 0.078 -5.548
N 2.394 -0.378 -1.649
N -2.067 -0.192 -1.733
N -1.852 1.705 0.254
N 1.340 -0.961 -1.152
C -1.187 -2.761 3.433
C 1.483 -2.387 -1.156
C -2.221 0.367 -4.064
C -3.617 0.373 -3.995
C -1.750 0.177 4.351
C 2.602 0.925 -1.697
C -3.158 -0.992 1.953
C 2.961 0.176 1.604
C 6.209 2.495 -3.337
C 0.361 -4.480 -0.667
C 1.884 3.225 -1.213
C 5.981 1.111 -3.332
C -3.413 -0.221 -1.685
C 4.823 0.569 -2.808
C -2.051 4.171 3.689
C -1.494 0.076 -2.937
C -4.209 0.026 -2.779
C -0.754 3.115 1.956
C 3.850 1.407 -2.270
C -2.037 -3.027 -0.545
C 1.550 -5.148 -0.938
C -0.829 3.933 3.075
C -0.091 -0.332 1.783
C 2.686 -4.449 -1.314
C 1.737 -0.442 4.297
C -4.424 0.851 -5.154
C 5.262 3.338 -2.819
C 1.664 1.865 -1.190
C -3.139 2.770 2.065
C 4.065 2.812 -2.278
C 3.085 3.672 -1.753
C 2.040 -2.700 2.259
C 0.362 -3.106 -0.786
C 2.663 -3.068 -1.422
C -3.206 3.597 3.179
C -1.912 2.527 1.472
H -3.961 -1.290 2.631
H 1.591 0.627 4.459
H 3.273 4.739 -1.783
H -2.097 -3.146 3.901
H -3.429 -0.007 1.578
H 3.603 -4.983 -1.515
H 0.069 4.396 3.459
H 3.550 -2.523 -1.704
H -2.846 -2.305 -0.567
H 4.668 -0.500 -2.830
H 1.035 -0.993 4.917
H 1.692 -3.110 1.317
H -0.039 0.738 2.069
H 3.127 -2.821 2.275
H 1.148 3.919 -0.834
H -2.818 1.508 -0.008
H -5.284 -0.002 -2.665
H -3.862 -0.423 -0.715
H -2.008 1.172 3.991
H 3.358 -0.297 0.705
H -1.517 2.315 -0.490
H 3.799 0.306 2.293
H -1.720 0.619 -4.988
H -4.164 3.795 3.640
H -0.882 0.262 4.997
H 7.126 2.888 -3.753
H 2.609 1.181 1.356
H -0.947 -3.414 2.591
H -2.105 4.819 4.553
H -5.555 -0.871 -5.231
H -3.182 -1.722 1.144
H 1.636 -3.309 3.067
H 5.413 4.410 -2.820
H 0.201 2.959 1.465
H -2.047 -3.630 -1.450
H 2.739 -0.693 4.657
H -2.101 -3.639 0.350
H 6.730 0.453 -3.753
H -6.031 0.399 -6.299
H -4.050 2.353 1.652
H -0.389 -2.850 4.167
H -0.506 -5.048 -0.367
H -0.411 0.046 -2.997
H -2.584 -0.173 4.965
H 1.577 -6.225 -0.848
```

Total charge: +3
ΔE to the lowest compared entry with this formula, charge and spin, kJ/mol: 0.0
HOMO-LUMO gap, hartree: 0.1884
Lowest unoccupied orbital energy, eV: -10.2

---

ORCA calculation (wB97M-V/def2-TZVPD) on a structure of composition C4H8O2.

The geometry in XYZ format:
```
14
C4H8O2 wB97M-V/def2-TZVPD
O 0.006 -1.228 0.465
O 1.681 0.922 0.912
C -0.298 -1.386 -0.934
C 0.312 1.062 1.208
C -0.519 0.120 0.378
C -0.349 0.119 -1.133
H -1.583 0.135 0.652
H 0.642 0.499 -1.404
H -1.115 0.533 -1.786
H 0.022 2.089 0.965
H 0.491 -1.799 -1.551
H 1.865 -0.027 0.981
H 0.103 0.874 2.271
H -1.259 -1.911 -1.022
```

Total charge: 0
ΔE to the lowest compared entry with this formula, charge and spin, kJ/mol: 194.6
HOMO-LUMO gap, hartree: 0.4092
Lowest unoccupied orbital energy, eV: 1.1

---

ORCA calculation (wB97M-V/def2-TZVPD) on a structure of composition C34H45F3N8O3OsSi at a distorted geometry.

The geometry in XYZ format:
```
95
C34H45F3N8O3OsSi wB97M-V/def2-TZVPD
Os -0.254 -0.132 0.276
Si -2.551 2.237 0.325
F -3.967 -2.751 -7.949
F -2.568 -4.393 -7.756
F -4.543 -4.542 -6.872
O 0.795 0.901 1.822
O -1.235 -2.432 1.596
O 0.073 -4.135 1.873
N 1.912 2.362 3.111
N 2.530 -3.857 0.800
N -0.158 -3.006 1.480
N 0.480 0.779 4.087
N 0.790 -2.250 0.865
N -0.136 2.000 -1.111
N 2.715 -1.754 -0.143
N 2.131 -0.531 -0.505
C -0.559 -0.236 3.968
C -1.376 4.489 4.268
C -0.876 -0.912 -1.381
C -6.516 3.453 0.476
C -4.360 2.512 -0.081
C -5.158 3.323 0.729
C 1.047 1.334 3.002
C 1.478 3.707 -2.668
C 1.995 -2.679 0.529
C -1.079 5.071 3.044
C -3.529 -3.708 -7.115
C 2.016 3.276 -1.303
C -2.038 3.173 1.876
C -2.979 -3.098 -5.850
C 1.990 3.310 4.216
C -3.532 -3.400 -4.613
C -2.989 -2.839 -3.472
C -1.891 -2.238 -5.965
C -1.342 -1.677 -4.833
C -1.340 -1.409 -2.405
C -1.415 4.422 1.864
C -1.888 -1.978 -3.576
C -1.479 2.578 -1.228
C -2.350 2.615 3.121
C -7.092 2.779 -0.590
C 0.925 0.917 5.469
C -4.955 1.839 -1.151
C 0.402 1.435 -2.348
C 0.764 2.530 -3.363
C 0.843 2.860 -0.409
C 2.854 2.648 2.036
C -6.310 1.969 -1.404
C -2.255 0.390 0.569
C -2.026 3.262 4.303
H -6.760 1.438 -2.233
H 2.551 4.095 -0.821
H -2.005 2.107 -2.062
H 2.705 0.226 -0.151
H -3.397 -3.067 -2.496
H 1.203 2.352 0.483
H -1.478 -2.021 -6.942
H -8.150 2.884 -0.790
H -2.911 -0.173 -0.092
H 3.612 -2.008 -0.526
H 2.822 1.867 1.286
H -4.716 3.858 1.562
H 1.399 2.088 -4.132
H -0.152 -1.224 4.197
H -0.490 -1.014 -4.901
H -4.374 -4.073 -4.547
H 3.861 2.694 2.453
H 0.335 3.764 -0.077
H -0.607 6.044 3.008
H -2.307 2.822 5.253
H 2.188 4.295 3.792
H 2.634 3.607 1.564
H 3.445 -4.127 0.478
H 2.073 -0.463 -1.516
H -0.986 -0.253 2.978
H -1.218 4.922 0.922
H -1.358 -0.022 4.678
H -1.132 5.004 5.189
H 1.965 -4.526 1.303
H 1.046 3.367 4.748
H -2.504 0.086 1.593
H -0.142 2.885 -3.854
H 1.294 0.856 -2.094
H 0.780 4.535 -2.524
H 0.154 1.411 6.063
H -0.330 0.748 -2.770
H 2.807 3.078 4.902
H -1.446 3.658 -1.427
H 1.852 1.464 5.556
H 2.286 4.084 -3.293
H -7.125 4.079 1.115
H -4.353 1.204 -1.796
H -2.892 1.676 3.167
H 1.087 -0.079 5.884
H 2.731 2.460 -1.437
```

Total charge: +2
ΔE to the lowest compared entry with this formula, charge and spin, kJ/mol: 74.0
HOMO-LUMO gap (spin up / spin down), hartree: 0.2814 / 0.2132
Lowest unoccupied orbital energy (spin up / spin down), eV: -5.3 / -7.5
Expectation value of S²: 6.0602
Multiplicity: 5

---

ORCA calculation (wB97M-V/def2-TZVPD) on a structure of composition C20H23HfN2 at a distorted geometry.

The geometry in XYZ format:
```
46
C20H23HfN2 wB97M-V/def2-TZVPD
Hf -0.176 0.410 -0.718
N -0.967 -4.855 3.496
N 0.831 -1.583 0.537
C 0.027 1.874 -2.216
C 2.176 -1.643 0.585
C 0.704 0.801 2.020
C -1.976 -0.962 0.148
C -0.952 3.045 -2.318
C 1.895 1.369 1.513
C -2.460 0.322 -0.196
C 0.125 2.415 0.483
C 2.114 -3.300 2.306
C 1.560 2.346 0.553
C -2.404 0.422 -1.622
C -0.419 1.465 1.424
C 0.139 -2.432 1.320
C -0.157 -4.199 2.949
C 2.848 -2.453 1.478
C 1.424 2.540 -2.357
C -1.822 -0.794 -2.131
C -0.069 0.937 -3.437
C 0.736 -3.314 2.197
C -1.545 -1.646 -1.037
H 2.295 3.005 0.102
H 2.911 1.120 1.831
H 1.475 2.971 -3.359
H -2.199 -1.405 1.115
H 2.590 -3.966 3.017
H 1.572 3.384 -1.691
H 0.627 0.092 2.849
H 0.316 1.459 -4.317
H -1.754 -1.127 -3.161
H -2.982 0.943 0.524
H 2.291 1.887 -2.206
H -0.593 3.711 -3.108
H -1.115 -2.654 -1.071
H -1.996 2.830 -2.513
H -2.942 1.215 -2.145
H -1.083 0.667 -3.735
H 2.718 -0.972 -0.080
H -0.953 -2.455 1.317
H -1.390 1.576 1.902
H -1.015 3.687 -1.440
H 3.933 -2.410 1.500
H -0.530 3.184 0.101
H 0.509 -0.004 -3.337
```

Total charge: +1
ΔE to the lowest compared entry with this formula, charge and spin, kJ/mol: 0.0
HOMO-LUMO gap, hartree: 0.2859
Lowest unoccupied orbital energy, eV: -3.9

---

ORCA calculation (wB97M-V/def2-TZVPD) on the molecule C4H9NOS2 at a distorted geometry.

The geometry in XYZ format:
```
17
C4H9NOS2 wB97M-V/def2-TZVPD
S -3.767 -0.136 -0.331
S -1.030 0.245 -1.373
O 1.131 -0.389 0.195
N -1.590 -0.467 1.128
C 0.539 0.630 -0.559
C 1.563 -1.577 -0.507
C -2.109 -0.177 -0.082
C 0.573 1.869 0.348
H 1.874 -2.222 0.300
H -0.029 1.706 1.244
H 1.024 0.782 -1.537
H -0.620 -0.729 1.256
H 1.602 2.054 0.621
H -2.261 -0.871 1.778
H 0.652 -2.060 -0.947
H 0.206 2.732 -0.200
H 2.243 -1.391 -1.334
```

SMILES string: CO[C@H](C)SC(N)=S
Total charge: 0
ΔE to the lowest compared entry with this formula, charge and spin, kJ/mol: 88.0
HOMO-LUMO gap, hartree: 0.3240
Lowest unoccupied orbital energy, eV: 0.5

---

ORCA calculation (wB97M-V/def2-TZVPD) on the molecule C3H2N2OS2 at a distorted geometry.

The geometry in XYZ format:
```
10
C3H2N2OS2 wB97M-V/def2-TZVPD
S -3.230 -0.135 -0.004
S 2.831 -0.041 -0.003
O -0.895 -1.257 0.002
N 0.502 -1.273 -0.006
N 0.474 1.137 -0.002
C 1.084 -0.120 -0.006
C -1.608 -0.119 -0.002
C -0.808 1.112 0.000
H 3.015 -1.383 0.015
H -1.366 2.081 0.006
```

SMILES string: S=c1cnc(S)no1
Total charge: 0
ΔE to the lowest compared entry with this formula, charge and spin, kJ/mol: 188.8
HOMO-LUMO gap, hartree: 0.2930
Lowest unoccupied orbital energy, eV: -1.4

---

ORCA calculation (wB97M-V/def2-TZVPD) on a structure of composition C32H32BrN6O4Tc at a distorted geometry.

The geometry in XYZ format:
```
76
C32H32BrN6O4Tc wB97M-V/def2-TZVPD
Tc -0.022 -0.062 0.191
Br -3.877 3.680 4.372
O 1.634 2.115 -0.428
O -0.498 -1.290 -3.236
O 1.517 1.889 1.805
O 0.697 -1.685 3.818
N -2.499 -0.553 -0.706
N -0.571 1.926 -2.615
N 0.292 -1.501 1.548
N 2.638 -0.595 1.105
N -0.308 3.049 -4.840
N -0.178 -1.842 -1.020
C -3.448 -1.845 -2.477
C -0.925 -4.122 -0.665
C -0.125 -2.755 1.184
C -1.185 1.075 1.511
C -1.599 2.318 -4.819
C -1.734 1.643 -3.430
C -2.220 3.206 2.100
C -0.448 3.353 -2.408
C 1.213 1.533 0.565
C 4.607 -0.179 3.004
C -4.853 -0.713 -0.906
C 2.372 -0.749 2.403
C 4.880 -0.037 1.652
C 3.853 -0.248 0.739
C -0.909 -1.563 -2.113
C -2.616 1.274 3.474
C -2.366 -1.351 -1.764
C -0.480 -2.884 -0.189
C -0.286 4.077 -3.769
C -0.124 -3.894 1.998
C -0.542 -5.110 1.494
C -3.711 -0.245 -0.276
C -4.717 -1.518 -2.027
C 1.028 -1.321 2.712
C -1.803 0.528 2.638
C 0.816 2.096 -4.641
C -0.966 -5.217 0.172
C -1.446 2.427 1.261
C 0.632 1.426 -3.258
C 2.460 2.944 2.010
C -2.806 2.618 3.208
C 3.329 -0.553 3.392
H -1.093 4.789 -3.949
H -1.005 2.896 0.392
H -2.357 4.261 1.912
H -3.293 -2.472 -3.342
H -2.407 3.027 -5.004
H -1.594 1.580 -5.622
H -5.830 -0.461 -0.526
H 2.332 3.270 3.039
H -1.810 0.563 -3.552
H 0.417 3.520 -1.764
H 0.542 0.343 -3.372
H -1.338 3.714 -1.890
H 4.017 -0.150 -0.325
H -1.647 -0.511 2.887
H -3.088 0.822 4.332
H -3.745 0.390 0.597
H 2.262 3.766 1.321
H 1.754 2.650 -4.704
H 5.867 0.234 1.311
H 0.795 1.358 -5.444
H 5.379 -0.012 3.741
H -1.193 -4.209 -1.709
H -1.294 -6.169 -0.215
H 0.207 -3.817 3.021
H -5.593 -1.888 -2.538
H 3.474 2.567 1.858
H -2.626 2.001 -2.910
H 1.476 1.630 -2.598
H -0.527 -5.985 2.128
H 0.661 4.613 -3.830
H 3.056 -0.695 4.426
H -0.202 3.505 -5.751
```

Total charge: +1
HOMO-LUMO gap (spin up / spin down), hartree: 0.2278 / 0.2186
Lowest unoccupied orbital energy (spin up / spin down), eV: -3.3 / -3.6
Expectation value of S²: 1.0211
Multiplicity: 2

---

ORCA calculation (wB97M-V/def2-TZVPD) on the ion C4H10N2O with charge +1 at a distorted geometry.

The geometry in XYZ format:
```
17
C4H10N2O wB97M-V/def2-TZVPD
O 2.079 1.024 -0.507
N 0.693 0.190 1.058
N -0.974 -0.527 2.435
C -0.140 -0.966 1.330
C -0.205 0.903 -1.170
C 0.955 0.783 -0.210
C -0.178 -0.178 -2.246
H -0.425 -0.369 3.275
H -1.458 0.344 2.227
H 1.485 0.270 1.701
H -0.721 -1.203 0.446
H -0.017 -1.185 -1.863
H 0.497 -1.791 1.620
H 0.662 -0.029 -2.917
H -1.154 1.001 -0.646
H -0.037 1.862 -1.665
H -1.062 -0.130 -2.867
```

Total charge: +1
ΔE to the lowest compared entry with this formula, charge and spin, kJ/mol: 87.3
HOMO-LUMO gap (spin up / spin down), hartree: 0.4545 / 0.2417
Lowest unoccupied orbital energy (spin up / spin down), eV: -3.4 / -8.6
Expectation value of S²: 0.7639
Multiplicity: 2

---

ORCA calculation (wB97M-V/def2-TZVPD) on a structure of composition BrCa2 at a distorted geometry.

The geometry in XYZ format:
```
3
BrCa2 wB97M-V/def2-TZVPD
Br 0.542 0.574 -0.305
Ca -1.836 0.535 -1.284
Ca 1.294 -1.109 1.589
```

Total charge: +3
ΔE to the lowest compared entry with this formula, charge and spin, kJ/mol: 67.2
HOMO-LUMO gap, hartree: 0.3909
Lowest unoccupied orbital energy, eV: -13.4

---

ORCA calculation (wB97M-V/def2-TZVPD) on the molecule C3H4N2OS at a distorted geometry.

The geometry in XYZ format:
```
11
C3H4N2OS wB97M-V/def2-TZVPD
S -1.358 0.414 -0.937
O -1.104 -2.598 -0.590
N -0.129 -1.866 0.028
N -0.587 1.883 -0.518
C 0.450 1.690 0.202
C 0.867 0.302 0.568
C -0.168 -0.598 -0.080
H -1.721 -2.017 -1.058
H 1.859 0.050 0.188
H 0.881 0.179 1.692
H 1.008 2.561 0.507
```

SMILES string: O/N=C1/CC=NS1
Total charge: 0
ΔE to the lowest compared entry with this formula, charge and spin, kJ/mol: 264.9
HOMO-LUMO gap, hartree: 0.3538
Lowest unoccupied orbital energy, eV: 0.7

---

ORCA calculation (wB97M-V/def2-TZVPD) on the ion C11H21N4O with charge +1 at a distorted geometry.

The geometry in XYZ format:
```
37
C11H21N4O wB97M-V/def2-TZVPD
O 1.599 -4.465 -2.492
N 3.494 -1.312 0.881
N 3.338 0.056 1.081
N 0.734 4.026 2.506
N 1.175 -0.553 0.214
C 1.007 2.669 2.315
C 1.805 -3.330 -0.132
C -2.063 1.253 0.094
C -0.227 -0.690 -0.343
C 2.132 -1.754 0.323
C -1.413 -0.148 0.689
C 1.427 2.187 0.789
C 1.963 0.640 0.709
C 2.281 -3.407 -1.731
C -4.052 1.510 -1.729
C -3.693 1.193 -0.127
H 3.450 -3.485 -1.711
H 4.179 0.573 1.439
H -1.588 1.513 -0.947
H -4.201 0.211 0.264
H -0.235 -0.144 -1.385
H 0.665 -3.605 -0.005
H -0.979 0.074 1.776
H 0.588 2.360 -0.012
H -3.873 0.503 -2.310
H 0.513 4.197 3.530
H 2.339 2.889 0.476
H -3.340 2.388 -2.061
H 2.413 -4.116 0.524
H 1.985 -2.355 -2.207
H 0.974 1.920 3.230
H -1.848 2.135 0.860
H 1.517 -4.104 -3.444
H -4.153 2.115 0.466
H -2.225 -1.003 0.844
H -5.178 1.890 -1.816
H -0.509 -1.830 -0.556
```

SMILES string: [H]/N=C/Cc1[nH+]nc(CCO)n1CCCCC
Total charge: +1
HOMO-LUMO gap, hartree: 0.3421
Lowest unoccupied orbital energy, eV: -4.1

---

no.,calculated total energy (Eh)
1,-346.82811
2,-2856.47717
3,-307.63830
4,-2665.40948
5,-933.10115
6,-1084.16273
7,-1096.55709
8,-4522.61712
9,-342.83532
10,-3928.17094
11,-699.57125
12,-725.43252